#A
14
Properties=species:S:1:pos:R:3:nbo_charge:R:1 method="wB97M-V/def2-TZVPD" total_charge=-1 molar_mass_da=89.183
C 1.29928 2.41343 -0.29273 -0.752
S 0.11604 3.12249 -1.44564 -0.727
H 1.71272 1.39411 -0.58043 0.153
H 2.17055 3.04913 -0.27323 0.175
H 0.90609 2.25369 0.72163 0.165
C -1.69988 -1.07473 0.64208 -0.644
C -0.33534 -0.94623 0.03296 -0.168
C 0.50470 -1.96624 -0.19111 -0.436
H -1.73077 -0.40020 1.54002 0.218
H -2.58375 -0.90065 0.04987 0.221
H -1.76676 -2.13934 1.01634 0.180
H -0.28420 -0.02127 -0.59546 0.245
H 1.46753 -1.79599 -0.67586 0.200
H 0.22379 -2.98822 0.05156 0.172

***

#B
14
Properties=species:S:1:pos:R:3:nbo_charge:R:1 method="wB97M-V/def2-TZVPD" total_charge=-1 molar_mass_da=89.183
C 1.00332 -2.13241 -0.11125 -0.738
S 1.84892 -0.50512 -0.04992 -0.737
H 0.08309 -2.05745 -0.69372 0.168
H 1.61628 -2.96260 -0.45810 0.171
H 0.75847 -2.40765 0.92301 0.173
C -1.58042 0.63268 -1.03925 -0.671
C -1.15808 1.02408 0.33169 -0.146
C -1.85672 1.84949 1.12750 -0.472
H -2.40185 -0.09449 -0.99327 0.203
H -2.09616 1.44265 -1.56568 0.197
H -0.78215 0.27007 -1.67330 0.244
H -0.08468 0.98124 0.53988 0.264
H -1.66454 1.79249 2.19017 0.189
H -2.86003 2.16252 0.84579 0.154

***

We find #A to be the most stable, with the next structure 0.0045 hartree higher.

***

#A
12
Properties=species:S:1:pos:R:3:nbo_charge:R:1 method="wB97M-V/def2-TZVPD" molar_mass_da=94.189
C -2.42697 1.46554 1.09650 -0.166
C 1.83356 2.63884 -0.60685 -0.127
C -1.46894 0.88875 0.63929 -0.466
C 1.26104 1.72092 -0.02070 -0.505
C 0.97720 -1.45827 0.33242 -1.111
Si 0.28135 0.17783 0.24220 1.427
H -3.31633 1.98491 1.34130 0.237
H 2.49239 3.38151 -0.82208 0.221
H -1.30676 -3.66171 -1.50324 -0.008
H 0.39684 -2.30403 0.75899 0.245
H 1.99680 -1.72166 -0.00264 0.249
H -0.72020 -3.11263 -1.45519 0.006

***

#B
12
Properties=species:S:1:pos:R:3:nbo_charge:R:1 method="wB97M-V/def2-TZVPD" smiles="C1=CC1[SiH]1C=C1" molar_mass_da=94.189
C 2.04056 0.72746 -0.29710 -0.159
C 2.38035 -0.46151 0.19058 -0.153
C 0.96501 -0.36319 -0.46491 -0.763
Si -0.64951 -0.22964 0.34911 1.247
C -2.23880 -0.47563 -0.42192 -0.581
C -2.13116 0.80996 -0.05914 -0.504
H 2.14638 1.77511 -0.20912 0.229
H 2.98362 -0.91314 0.91940 0.228
H 0.92886 -0.84174 -1.54877 0.224
H -0.66437 -0.57730 2.02016 -0.193
H -3.04805 -1.11115 -0.66748 0.210
H -2.71289 1.66079 0.18919 0.217

***

We find #B to be the most stable, with the next structure 0.0217 hartree higher.